# 1
Formula: C66H44O44
Source: the Open Molecules 2025 dataset
Level of theory: the ωB97M-V functional and the def2-TZVPD basis

## Properties
structure (SMILES): O=C1C=C(O)C(=O)C=C1O.O=C1C=C(O)C(=O)C=C1O.O=C1C=C(O)C(=O)C=C1O.O=C1C=C(O)C(=O)C=C1O.O=C1C=C(O)C(=O)C=C1O.O=C1C=C(O)C(=O)C=C1O.O=C1C=C(O)C(=O)C=C1O.O=C1C=C(O)C(=O)C=C1O.O=C1C=C(O)C(=O)C=C1O.O=C1C=C(O)C(=O)C=C1O.O=C1C=C(O)C(=O)C=C1O
HOMO level: -9.411 eV
frontier orbital gap: 7.6 eV
maximum force: 5.404 eV Å⁻¹

Geometry (Å):
O1 19.760 18.438 12.328
C1 18.542 18.529 12.110
C2 17.448 18.617 13.074
C3 16.257 18.736 12.492
O2 15.176 18.536 13.283
C4 15.956 19.030 10.973
O3 14.774 19.257 10.757
C5 17.060 19.099 10.010
C6 18.220 18.733 10.580
O4 19.331 18.695 9.890
H1 17.664 18.461 14.145
H2 14.346 18.778 12.765
H3 16.850 19.332 8.970
H4 20.098 18.765 10.522
O5 19.106 16.927 19.983
C7 18.587 15.816 20.023
C8 18.293 15.074 21.256
C9 17.775 13.912 21.048
O6 17.507 13.127 22.162
C10 17.337 13.268 19.650
O7 16.866 12.164 19.724
C11 17.463 14.082 18.501
C12 18.098 15.259 18.667
O8 18.385 16.076 17.692
H5 18.579 15.457 22.266
H6 16.928 12.326 21.949
H7 17.290 13.724 17.484
H8 18.924 16.805 18.192
O9 17.000 13.721 9.537
C13 17.719 14.614 9.074
C14 17.509 15.836 8.382
C15 18.592 16.546 8.009
O10 18.519 17.642 7.311
C16 20.024 16.055 8.163
O11 20.875 16.823 7.628
C17 20.368 14.894 8.957
C18 19.254 14.243 9.420
O12 19.273 13.128 10.154
H9 16.479 16.243 8.205
H10 19.416 17.796 6.971
H11 21.399 14.553 9.127
H12 18.277 12.862 10.296
O13 14.119 7.435 11.072
C19 14.931 8.306 11.198
C20 16.219 8.106 11.819
C21 16.851 9.196 12.226
O14 17.924 9.212 12.999
C22 16.426 10.606 11.817
O15 17.235 11.476 11.995
C23 15.207 10.859 11.105
C24 14.575 9.742 10.799
O16 13.435 9.816 10.061
H13 16.557 7.051 11.903
H14 18.184 10.138 13.014
H15 14.873 11.823 10.738
H16 13.076 8.875 10.041
O17 10.497 12.812 19.143
C25 10.530 12.779 17.950
C26 10.190 13.962 17.104
C27 10.362 13.716 15.801
O18 10.266 14.813 14.998
C28 10.572 12.331 15.140
O19 10.643 12.196 13.945
C29 10.902 11.191 16.019
C30 10.948 11.465 17.351
O20 11.239 10.509 18.215
H17 9.967 14.948 17.465
H18 10.230 14.531 14.066
H19 11.172 10.177 15.654
H20 11.233 10.908 19.131
O21 14.699 15.415 17.475
C31 14.563 15.398 18.699
C32 15.081 16.490 19.540
C33 14.694 16.435 20.831
O22 15.058 17.323 21.736
C34 13.916 15.252 21.430
O23 13.785 15.364 22.652
C35 13.456 14.195 20.553
C36 13.712 14.304 19.276
O24 13.328 13.438 18.366
H21 15.581 17.342 19.069
H22 14.942 16.886 22.602
H23 12.905 13.339 20.959
H24 13.546 13.767 17.448
O25 14.636 6.799 15.058
C37 14.927 7.877 15.506
C38 15.697 8.136 16.697
C39 15.906 9.384 16.998
O26 16.682 9.700 18.028
C40 15.272 10.596 16.299
O27 15.481 11.705 16.812
C41 14.453 10.347 15.155
C42 14.235 9.015 14.825
O28 13.459 8.659 13.833
H25 16.060 7.258 17.160
H26 16.636 10.681 18.230
H27 14.142 11.144 14.514
H28 13.564 7.716 13.713
O29 12.045 18.955 17.297
C43 11.583 18.557 16.229
C44 12.413 18.267 15.102
C45 11.839 18.124 13.929
O30 12.546 17.940 12.843
C46 10.320 18.027 13.704
O31 9.892 17.737 12.540
C47 9.475 18.253 14.856
C48 10.068 18.511 16.044
O32 9.435 18.688 17.158
H29 13.505 18.270 15.313
H30 11.940 17.827 12.099
H31 8.417 18.053 14.799
H32 10.169 18.834 17.802
O33 18.771 15.968 13.464
C49 19.445 15.058 13.912
C50 19.084 13.705 13.695
C51 19.987 12.750 14.055
O34 19.836 11.445 13.923
C52 21.332 13.188 14.669
O35 22.144 12.255 14.785
C53 21.654 14.544 14.979
C54 20.688 15.410 14.723
O36 20.851 16.734 14.827
H33 18.218 13.461 13.111
H34 20.663 11.080 14.397
H35 22.735 14.756 15.328
H36 20.332 17.242 14.220
O37 9.435 12.742 7.323
C55 9.357 13.246 8.409
C56 8.895 14.565 8.686
C57 8.901 14.957 9.934
O38 8.494 16.188 10.294
C58 9.476 14.064 11.148
O39 9.458 14.608 12.244
C59 9.705 12.679 10.911
C60 9.713 12.320 9.645
O40 9.948 11.044 9.285
H37 8.581 15.158 7.849
H38 8.603 16.310 11.243
H39 10.058 11.973 11.716
H40 9.786 10.952 8.275
O41 13.313 13.434 15.411
C61 13.698 13.995 14.359
C62 12.944 14.137 13.143
C63 13.496 14.728 12.063
O42 12.830 14.920 10.949
C64 14.828 15.432 12.139
O43 15.097 16.095 11.133
C65 15.647 15.265 13.343
C66 15.181 14.452 14.307
O44 15.898 13.984 15.300
H41 11.884 13.834 13.001
H42 13.448 15.418 10.327
H43 16.631 15.716 13.420
H44 15.293 13.538 15.909

Mulliken atomic charge list, values in e, 4 entries: -0.893 1.461 -0.500 -0.214


# 2
Formula: C2H3O3S3
Source: the Open Molecules 2025 dataset
Level of theory: the ωB97M-V functional and the def2-TZVPD basis

## Properties
total charge: -1
HOMO level: -4.409 eV
frontier orbital gap: 7.6 eV
ΔE to the lowest compared entry with this formula, charge and spin: 1.409 eV
maximum force: 3.212 eV Å⁻¹

Geometry (Å):
C1 1.405 0.216 -0.560
C2 0.056 -0.060 0.204
O1 2.295 0.886 -0.038
O2 1.322 -0.247 -1.718
O3 -2.353 -0.922 -0.562
S1 0.051 -1.057 1.587
S2 -0.497 1.627 0.788
S3 -0.825 -0.508 -1.273
H1 -2.871 -0.085 -0.426
H2 0.713 -2.174 1.269
H3 0.705 2.324 0.729

Mulliken atomic charge list, values in e, 4 entries: 0.322 0.465 -0.686 -0.620


# 3
Formula: C21H33F3O11P
Source: the Open Molecules 2025 dataset
Level of theory: the ωB97M-V functional and the def2-TZVPD basis

## Properties
total charge: +1
HOMO level: -12.619 eV
frontier orbital gap: 9.0 eV
maximum force: 9.420 eV Å⁻¹

Geometry (Å):
C1 -5.252 2.317 1.091
C2 -4.906 3.293 -0.205
O1 -3.503 2.933 -0.597
C3 -2.646 3.695 0.324
O2 -2.462 4.999 0.053
C4 -1.844 3.086 1.631
C5 -0.268 2.955 1.202
C6 0.452 1.539 1.603
P1 -0.581 -0.028 1.249
C7 -0.536 -1.072 2.894
C8 -1.948 -0.941 3.716
C9 -2.117 0.431 4.598
F1 -2.243 0.074 6.041
F2 -0.992 1.389 4.494
F3 -3.388 1.153 4.242
C10 0.194 -1.187 -0.099
C11 0.136 -0.291 -1.509
O3 1.268 0.210 -2.010
O4 -1.137 -0.009 -2.191
C12 -1.737 -1.225 -2.775
C13 -0.898 -2.555 -3.244
O5 -3.082 -1.257 -2.936
H1 -6.394 2.027 1.096
H2 -4.623 1.305 1.080
H3 -4.925 2.898 2.053
H4 -5.011 4.443 0.036
H5 -5.626 3.009 -1.105
H6 -2.321 2.120 2.087
H7 -1.930 3.922 2.477
H8 0.314 3.805 1.806
H9 -0.164 3.257 0.065
H10 0.842 1.529 2.714
H11 1.431 1.456 0.926
H12 -1.983 0.232 0.984
H13 0.348 -0.626 3.557
H14 -0.264 -2.186 2.609
H15 -2.017 -1.845 4.486
H16 -2.816 -1.078 2.909
H17 1.324 -1.416 0.176
H18 -0.432 -2.197 -0.207
H19 -1.510 -3.093 -4.112
H20 -0.851 -3.296 -2.312
H21 0.207 -2.276 -3.581
C14 2.805 -5.544 -7.200
C15 1.363 -5.223 -6.861
C16 1.155 -3.831 -6.347
O6 -0.036 -3.964 -5.590
C17 -0.051 -5.259 -5.140
O7 -0.815 -5.684 -4.288
O8 0.906 -6.004 -5.766
H22 3.035 -5.247 -8.228
H23 3.501 -5.015 -6.539
H24 3.009 -6.614 -7.086
H25 0.716 -5.446 -7.718
H26 1.030 -3.097 -7.147
H27 1.949 -3.493 -5.670
C18 5.738 3.136 3.187
C19 4.253 2.857 3.317
C20 3.769 2.792 4.734
O9 2.609 1.986 4.618
C21 2.834 1.157 3.550
O10 2.147 0.186 3.273
O11 3.931 1.558 2.844
H28 5.929 4.213 3.188
H29 6.303 2.698 4.018
H30 6.141 2.705 2.265
H31 3.681 3.578 2.719
H32 3.523 3.774 5.144
H33 4.467 2.284 5.409

Mulliken atomic charge list, values in e, 4 entries: -0.669 -0.266 -0.262 0.146


# 4
Formula: C25H30N6O3Si2
Source: the Open Molecules 2025 dataset
Level of theory: the ωB97M-V functional and the def2-TZVPD basis

## Properties
HOMO level: -9.160 eV
frontier orbital gap: 9.1 eV
ΔE to the lowest compared entry with this formula, charge and spin: 0.301 eV
maximum force: 1.279 eV Å⁻¹

Geometry (Å):
O1 -7.179 4.008 0.225
N1 -6.336 4.214 0.990
O2 -5.064 4.453 0.362
Si1 -4.308 3.024 -0.159
O3 -2.766 2.890 0.402
Si2 -2.038 4.095 1.308
H1 -5.083 1.891 0.337
H2 -4.260 2.978 -1.628
H3 -2.988 4.825 2.162
H4 -1.261 5.007 0.446
H5 -1.068 3.422 2.191
N2 1.351 2.168 -0.076
C1 0.541 1.968 -1.111
C2 0.972 1.926 -2.430
C3 2.320 2.110 -2.686
C4 3.178 2.326 -1.622
C5 2.644 2.345 -0.344
H6 -0.507 1.834 -0.864
H7 0.267 1.755 -3.231
H8 2.700 2.087 -3.700
H9 4.237 2.476 -1.781
H10 3.282 2.505 0.520
N3 1.471 -3.024 -0.449
C6 1.591 -1.699 -0.479
C7 2.006 -0.934 0.601
C8 2.311 -1.588 1.783
C9 2.191 -2.967 1.834
C10 1.770 -3.634 0.694
H11 1.338 -1.228 -1.424
H12 2.083 0.142 0.511
H13 2.638 -1.030 2.652
H14 2.418 -3.518 2.737
H15 1.666 -4.713 0.693
N4 4.500 3.682 -5.179
C11 3.621 4.680 -5.227
C12 3.551 5.596 -6.266
C13 4.446 5.471 -7.314
C14 5.368 4.440 -7.281
C15 5.351 3.577 -6.196
H16 2.939 4.742 -4.386
H17 2.812 6.385 -6.250
H18 4.424 6.166 -8.143
H19 6.086 4.304 -8.077
H20 6.055 2.754 -6.133
N5 -5.660 -0.519 0.535
C16 -5.327 -1.286 1.569
C17 -6.105 -2.339 2.027
C18 -7.296 -2.607 1.376
C19 -7.659 -1.817 0.299
C20 -6.806 -0.791 -0.079
H21 -4.387 -1.040 2.051
H22 -5.782 -2.931 2.872
H23 -7.933 -3.419 1.703
H24 -8.581 -1.990 -0.238
H25 -7.050 -0.149 -0.919
N6 1.806 -6.345 3.986
C21 0.876 -6.825 4.806
C22 1.093 -7.095 6.148
C23 2.352 -6.856 6.670
C24 3.335 -6.359 5.832
C25 3.010 -6.120 4.506
H26 -0.096 -7.001 4.356
H27 0.295 -7.482 6.766
H28 2.564 -7.055 7.713
H29 4.333 -6.158 6.197
H30 3.750 -5.727 3.816

Mulliken atomic charge list, values in e, 4 entries: -0.248 0.316 -0.228 0.375


# 5
Formula: C8H22IMgN2O2
Source: the Open Molecules 2025 dataset
Level of theory: the ωB97M-V functional and the def2-TZVPD basis

## Properties
total charge: +1
HOMO level: -11.612 eV
frontier orbital gap: 5.3 eV
ΔE to the lowest compared entry with this formula, charge and spin: 17.320 eV
maximum force: 18.402 eV Å⁻¹

Geometry (Å):
Mg1 -2.235 1.617 4.393
I1 -1.493 1.704 2.653
C1 1.663 0.303 1.547
C2 0.274 -0.413 1.221
C3 0.424 -1.845 0.642
O1 0.928 -1.658 -0.655
C4 1.276 -2.800 -1.404
N1 -0.369 -0.609 2.524
H1 2.120 -0.182 2.410
H2 1.558 1.321 1.922
H3 2.310 0.304 0.670
H4 -0.411 0.126 0.566
H5 -0.472 -2.459 0.544
H6 1.110 -2.545 1.118
H7 1.569 -2.410 -2.379
H8 0.415 -3.451 -1.555
H9 2.164 -3.314 -1.036
H10 0.428 -0.948 3.044
H11 -0.646 0.276 2.925
C5 0.380 2.114 -0.027
C6 -0.924 1.977 -0.785
C7 -1.212 0.548 -1.403
O2 -0.191 0.343 -2.408
C8 -0.221 -0.907 -3.064
N2 -1.967 2.241 0.186
H12 1.181 1.635 -0.590
H13 0.390 1.677 0.972
H14 0.671 3.151 0.142
H15 -0.944 2.751 -1.552
H16 -2.250 0.452 -1.722
H17 -1.072 -0.251 -0.674
H18 -1.270 -1.108 -3.280
H19 0.182 -1.723 -2.464
H20 0.304 -0.811 -4.014
H21 -1.872 1.707 1.038
H22 -1.798 3.189 0.492

Mulliken atomic charge list, values in e, 4 entries: 0.239 0.437 -1.376 2.232


# 6
Formula: C6H7N2O
Source: the Open Molecules 2025 dataset
Level of theory: the ωB97M-V functional and the def2-TZVPD basis

## Properties
structure (SMILES): [H]/N=C1/CC([N+]#C)=C(C)O1
total charge: +1
HOMO level (alpha / beta): -13.014 / -13.014 eV
frontier orbital gap (alpha / beta): 8.5 / 8.5 eV
ΔE to the lowest compared entry with this formula, charge and spin: 2.700 eV
maximum force: 3.258 eV Å⁻¹

Geometry (Å):
H1 -1.768 3.097 0.575
N1 -2.119 2.169 0.484
C1 -1.366 1.206 0.652
C2 -1.452 -0.262 0.639
C3 -0.215 -0.715 -0.048
N2 -0.206 -1.156 -1.296
C4 -0.076 -1.346 -2.426
C5 0.837 0.217 0.374
C6 2.232 -0.229 0.413
O1 0.286 1.270 0.854
H2 -1.431 -0.651 1.628
H3 -2.467 -0.521 0.271
H4 0.163 -1.795 -3.327
H5 2.961 0.486 0.189
H6 2.241 -1.007 -0.373
H7 2.378 -0.764 1.392

Mulliken atomic charge list, values in e, 4 entries: 0.304 -0.455 0.420 -0.603